Entry 1:
Molecular formula: C4H7N2O3S
Method: DFT, wB97M-V/def2-TZVPD

Calculated values
LUMO ... 3.635 eV
Net charge ... -1
HOMO ... -5.1 eV
Frontier orbital gap ... 8.759 eV
2S+1 ... 1

Atoms and positions in Å:
S1 -2.1894 0.7625 -0.2206
O1 -1.9594 2.1374 0.1343
O2 -2.6241 0.6134 -1.5931
O3 -2.9469 -0.0067 0.7483
N1 1.6840 -1.8073 1.6460
N2 1.5276 0.8528 -1.5048
C1 1.3558 -0.7222 1.1335
C2 0.4443 0.2488 -1.6398
C3 -0.7285 -0.2936 -0.1532
C4 0.0590 -0.0963 1.1604
H1 2.1021 -0.1133 0.6776
H2 2.0967 1.1118 -2.2624
H3 0.2478 1.0445 1.3348
H4 -1.1659 -1.1767 -0.4960
H5 -0.5567 -0.4791 1.9715
H6 2.7731 -1.9676 1.6555
H7 -0.1195 -0.1082 -2.5920

---

Entry 2:
Molecular formula: C4H7N2S
Method: DFT, wB97M-V/def2-TZVPD

Calculated values
LUMO ... -3.568 eV
Net charge ... +1
HOMO ... -13.4 eV
Frontier orbital gap ... 9.878 eV
SMILES string ... SC[n+]1cc[nH]c1
2S+1 ... 1

Atoms and positions in Å:
S1 1.2914 0.0112 2.3913
N1 -0.1934 0.0324 0.1435
N2 0.7224 -0.3471 -1.8324
C1 -0.6045 -0.1208 -2.0229
C2 1.0345 -0.2671 -0.5551
C3 -1.1609 0.1124 -0.7986
C4 -0.3366 0.2360 1.5571
H1 -1.0547 -0.1330 -2.9948
H2 1.9830 -0.3862 -0.0796
H3 0.8589 0.3169 3.6079
H4 -1.0555 -0.4840 1.9609
H5 -2.1840 0.3260 -0.5579
H6 -0.6906 1.2527 1.7482
H7 1.3900 -0.5495 -2.5675

---

Entry 3:
Molecular formula: C4H7N2S
Method: DFT, wB97M-V/def2-TZVPD

Calculated values
LUMO ... -4.742 eV
Net charge ... +1
HOMO ... -14.6 eV
Frontier orbital gap ... 9.819 eV
2S+1 ... 1

Atoms and positions in Å:
S1 0.0094 1.4891 0.2249
N1 -0.3601 -1.0952 0.1756
N2 2.0821 -0.4161 0.4205
C1 -1.6451 -0.5533 -0.2518
C2 -1.7235 0.8388 0.1886
C3 2.9825 0.2338 -0.1293
C4 0.5314 -0.1263 0.1522
H1 -2.1172 0.9063 1.1924
H2 -1.6927 -0.4639 -1.3236
H3 4.0546 0.0109 0.1158
H4 -2.3497 -1.2732 0.1677
H5 -0.2641 -2.1107 0.3158
H6 2.7511 1.0014 -0.8809
H7 -2.2587 1.5585 -0.3678

---

Entry 4:
Molecular formula: C4H7N2S
Method: DFT, wB97M-V/def2-TZVPD

Calculated values
LUMO ... -3.785 eV
Net charge ... +1
HOMO ... -12.9 eV
Frontier orbital gap ... 9.069 eV
2S+1 ... 1

Atoms and positions in Å:
S1 -2.4394 0.7995 1.0187
N1 0.9731 -1.5769 -0.3362
N2 -0.4648 0.3365 -0.2932
C1 0.4063 -0.4099 -1.1103
C2 -1.6952 -0.0302 -0.1543
C3 -0.9846 1.6958 1.4258
C4 0.0271 1.3419 0.6062
H1 1.3188 0.0942 -1.4777
H2 -0.2875 -0.8981 -1.9057
H3 1.0741 1.6730 0.4396
H4 -1.1124 2.5154 2.0660
H5 1.5713 -1.2818 0.3868
H6 0.1031 -2.0359 0.1524
H7 1.5102 -2.2233 -0.8180